Computed, not measured: a cluster of 2 separate species, C3H7FO2 in total at a distorted geometry, with wB97M-V/def2-TZVPD.

Calculated values
- total energy (a.u.) = -368.677212
- HOMO level (eV) = -8.86
- strongest force on any atom (eV/Å) = 5.22
- relative energy (zero: lowest compared OMol25 entry of this formula, charge and spin) (kJ/mol) = 395.5
- E_LUMO (Eh) = 0.01461

The geometry in XYZ format:
```
13
Properties=species:S:1:pos:R:3:lowdin_charge:R:1
F 1.043 -0.504 1.933 -0.04
O -2.282 -0.758 -1.123 -0.07
O 1.527 0.862 0.315 -0.14
C -2.039 -0.428 0.112 -0.02
C 0.564 0.639 1.247 -0.28
C 1.513 0.003 -0.845 -0.05
H -0.520 0.563 0.933 0.06
H 0.630 -0.794 -0.592 0.12
H 1.118 0.491 -1.686 0.06
H -2.534 0.569 0.193 0.02
H 0.509 1.460 1.931 0.12
H -2.001 -1.675 -1.478 0.15
H 2.473 -0.429 -0.940 0.07
```

=====

Computed, not measured: a structure of composition C34H36F4FeN6O4S, with wB97M-V/def2-TZVPD.

Calculated values
- total energy (a.u.) = -4008.061012
- HOMO level (spin up / spin down) (eV) = -6.84 / -6.73
- strongest force on any atom (eV/Å) = 0.49
- relative energy (zero: lowest compared OMol25 entry of this formula, charge and spin) (kJ/mol) = 43.9
- E_LUMO (spin up / spin down) (Eh) = -0.03902 / -0.03873

The geometry in XYZ format:
```
86
Properties=species:S:1:pos:R:3:lowdin_charge:R:1
Fe -0.065 -0.088 -0.014 0.45
S 2.546 -0.460 0.524 0.68
F 3.425 0.667 -4.288 0.09
F -1.056 3.483 -3.155 0.05
F 2.133 0.087 -2.090 -0.03
F 0.322 4.059 -5.273 0.08
O -3.018 -3.737 5.008 -0.05
O 5.992 0.806 6.266 0.10
O -7.038 -1.007 0.221 -0.04
O 4.631 -0.783 6.985 0.11
N -0.083 1.538 -1.197 -0.06
N -0.236 1.578 1.484 -0.19
N -0.527 -1.640 1.282 0.02
N -0.237 -1.636 -1.605 0.01
N -2.136 -0.253 -0.187 0.05
N -1.002 -2.707 -1.346 0.00
C 1.028 2.350 1.553 -0.24
C 1.001 3.600 2.425 -0.06
C 2.336 1.398 -3.992 -0.23
C 0.510 1.805 -2.390 -0.18
C -6.339 0.201 0.474 -0.21
C -0.735 1.237 2.828 -0.22
C -4.079 -0.667 1.139 0.06
C -1.266 2.365 0.799 -0.18
C 0.806 3.089 -4.477 -0.23
C 0.107 2.800 -3.321 -0.14
C 4.400 -0.135 4.709 -0.16
C -0.252 -1.521 -2.927 -0.11
C 4.987 -0.087 6.074 -0.49
C -2.724 -0.816 0.886 -0.19
C -2.247 -2.433 2.764 0.06
C -4.250 0.545 -0.910 0.02
C 1.658 1.101 -2.831 -0.20
C 4.394 0.952 3.839 -0.03
C 3.812 -1.325 4.286 -0.02
C -0.042 -3.325 2.890 0.02
C 0.251 0.451 3.671 -0.05
C 3.251 -1.421 3.030 -0.12
C -1.340 -3.278 3.386 -0.16
C 3.220 -0.333 2.138 -0.68
C -1.034 -2.527 -3.517 -0.05
C 0.326 -2.495 1.848 -0.13
C -1.748 -4.145 4.543 -0.20
C -1.809 -1.645 1.709 -0.20
C -1.495 -3.273 -2.460 -0.09
C 1.943 2.408 -4.851 0.05
C -0.892 2.627 -0.653 -0.22
C -2.884 0.380 -1.081 -0.09
C -4.859 0.045 0.234 -0.17
C 3.814 0.856 2.587 -0.13
H 2.832 -2.365 2.713 0.08
H 1.302 2.597 0.530 0.11
H -3.246 -4.249 5.788 0.10
H -2.110 -4.155 -2.415 0.12
H -6.523 0.432 1.523 0.13
H 4.810 1.908 4.143 0.11
H -1.111 -3.009 -0.394 0.13
H 2.485 2.641 -5.753 0.13
H -4.537 -1.100 2.017 0.13
H -0.337 3.571 -0.720 0.12
H -1.225 -2.684 -4.562 0.10
H 1.331 -2.448 1.447 0.04
H -4.822 1.083 -1.655 0.12
H 0.296 -0.736 -3.411 0.10
H 0.719 -0.338 3.089 0.04
H 3.814 -2.172 4.960 0.12
H 3.831 1.712 1.924 0.10
H 1.055 1.079 4.056 0.08
H 6.231 1.202 5.420 0.09
H 0.919 3.364 3.487 0.07
H -0.987 -4.065 5.327 0.13
H 1.788 1.669 1.903 0.03
H -1.771 -5.189 4.206 0.14
H -1.659 0.672 2.694 0.10
H -6.732 1.027 -0.128 0.12
H -1.437 3.327 1.298 0.12
H -2.205 1.819 0.884 0.10
H -6.936 -1.237 -0.708 0.09
H -1.833 2.806 -1.183 0.10
H -3.268 -2.402 3.109 0.12
H 0.197 4.290 2.168 0.07
H 1.939 4.137 2.286 0.08
H -2.352 0.772 -1.939 0.12
H -1.021 2.157 3.355 0.12
H 0.698 -3.987 3.320 0.13
H -0.262 0.009 4.526 0.09
```

=====

Computed, not measured: a cluster of 10 separate species, C40H50F30O20 in total at a distorted geometry, with wB97M-V/def2-TZVPD.

Calculated values
- total energy (a.u.) = -6055.137269
- HOMO level (eV) = -11.08
- strongest force on any atom (eV/Å) = 1.48
- SMILES = CCOC(=O)C(F)(F)F.CCOC(=O)C(F)(F)F.CCOC(=O)C(F)(F)F.CCOC(=O)C(F)(F)F.CCOC(=O)C(F)(F)F.CCOC(=O)C(F)(F)F.CCOC(=O)C(F)(F)F.CCOC(=O)C(F)(F)F.CCOC(=O)C(F)(F)F.CCOC(=O)C(F)(F)F
- relative energy (zero: lowest compared OMol25 entry of this formula, charge and spin) (kJ/mol) = 107.2
- E_LUMO (Eh) = 0.01160

The geometry in XYZ format:
```
140
Properties=species:S:1:pos:R:3:lowdin_charge:R:1
F 2.454 -3.330 -9.817 0.18
F -7.050 5.030 -5.867 0.15
F -4.417 2.507 6.643 0.17
F 2.425 3.254 1.339 0.18
F -7.043 4.634 -3.767 0.18
F -4.967 0.449 7.003 0.17
F 3.197 3.244 3.773 0.17
F -4.665 1.186 4.968 0.16
F -3.918 -1.924 5.126 0.18
F -7.723 -5.234 -2.682 0.16
F -6.233 6.529 -4.528 0.18
F 0.264 2.792 -1.937 0.17
F -6.610 -6.392 -1.223 0.16
F 2.387 -3.463 1.418 0.17
F 1.649 2.824 5.213 0.17
F 2.424 -1.798 -3.564 0.17
F 3.567 -1.974 -8.528 0.17
F 2.612 -3.748 -2.678 0.18
F 3.606 -1.743 -10.681 0.16
F 2.477 3.509 -0.820 0.16
F 3.898 -2.085 0.767 0.16
F -4.852 -3.237 3.670 0.18
F -4.174 -1.266 3.081 0.18
F -1.441 2.266 -3.153 0.17
F 3.006 -1.821 2.719 0.17
F 1.977 -2.046 -1.465 0.16
F 4.219 3.971 0.344 0.17
F 2.257 1.266 3.841 0.17
F 0.485 1.395 -3.604 0.15
F -8.690 -5.901 -0.867 0.18
O -6.063 -3.614 -1.185 0.04
O -7.865 -3.648 0.165 0.18
O 4.855 -4.645 1.884 0.18
O 5.063 -3.113 3.494 0.04
O -0.062 -2.340 -3.981 0.03
O -2.326 -4.047 3.996 0.06
O -0.198 -3.678 -2.186 0.17
O -4.109 5.387 -5.453 0.03
O 1.735 -0.217 -8.645 0.04
O -1.727 -2.230 2.858 0.14
O 4.770 2.583 5.657 0.04
O -2.217 0.856 7.425 0.17
O 3.299 6.349 0.429 0.03
O 0.736 -1.209 -10.406 0.16
O -4.768 3.406 -4.648 0.18
O 3.611 0.742 6.152 0.17
O 1.194 5.654 0.810 0.17
O -0.001 0.613 -0.574 0.07
O -2.182 0.608 5.193 0.04
O -1.364 -0.273 -2.132 0.16
C -4.232 1.251 6.236 -0.55
C -0.618 0.569 -1.725 -0.40
C 0.415 -0.190 1.664 -0.06
C -5.579 -2.364 -0.676 -0.18
C -2.746 0.853 6.356 -0.41
C 4.516 -3.632 2.415 -0.40
C -0.320 1.806 -2.604 -0.54
C 1.609 -1.127 -9.592 -0.39
C 0.414 -2.972 -2.939 -0.41
C -4.082 -2.330 -0.903 -0.05
C -0.256 -0.857 5.727 -0.04
C -0.310 -0.427 0.374 -0.18
C 2.338 5.444 0.529 -0.39
C -2.512 -2.861 3.498 -0.41
C 5.877 2.172 6.478 -0.18
C 1.889 -2.626 -2.666 -0.54
C 7.008 -2.858 4.886 -0.06
C 2.933 7.735 0.324 -0.19
C 2.881 4.006 0.359 -0.55
C 3.414 -2.729 1.841 -0.55
C -1.367 -2.602 -4.485 -0.20
C 0.719 0.781 -8.505 -0.20
C 6.612 0.953 5.919 -0.06
C -4.963 4.560 -4.873 -0.40
C -0.741 0.468 5.183 -0.17
C 0.081 0.670 -7.132 -0.04
C -1.132 -4.750 3.635 -0.18
C -1.611 -4.021 -4.979 -0.05
C -2.734 5.002 -5.551 -0.21
C 2.693 2.298 4.563 -0.54
C 3.147 8.175 -1.104 -0.06
C -3.902 -2.313 3.848 -0.55
C -7.551 -5.447 -1.363 -0.54
C 6.180 -3.807 4.040 -0.21
C -7.157 -4.122 -0.668 -0.41
C -2.025 5.235 -4.254 -0.06
C 3.758 1.759 5.546 -0.41
C -0.241 -4.916 4.855 -0.04
C -6.347 5.222 -4.729 -0.55
C 2.834 -2.072 -9.632 -0.55
H -1.401 -5.700 3.180 0.13
H 5.826 -4.585 4.722 0.13
H -2.648 3.967 -5.902 0.12
H 2.489 7.591 -1.749 0.08
H -0.497 0.565 4.130 0.10
H 2.819 9.211 -1.242 0.08
H -5.762 -2.313 0.393 0.12
H -0.633 -5.693 5.508 0.08
H 7.272 -1.948 4.336 0.08
H 6.756 -4.286 3.252 0.13
H -0.605 -1.070 6.739 0.09
H 1.490 -0.344 1.581 0.07
H 1.123 1.776 -8.698 0.13
H 0.711 1.006 -6.315 0.07
H -0.768 -4.321 -5.610 0.09
H 1.889 7.855 0.610 0.12
H -1.790 6.290 -4.087 0.08
H 7.513 0.808 6.516 0.09
H 0.829 -0.883 5.838 0.09
H -3.831 -2.607 -1.928 0.07
H -6.078 -1.533 -1.172 0.14
H -2.434 -3.978 -5.696 0.08
H 6.918 1.106 4.885 0.09
H -0.582 -4.197 2.872 0.12
H -1.473 -1.905 -5.311 0.12
H -0.594 -1.670 5.082 0.05
H 0.753 -5.239 4.540 0.08
H 6.554 3.020 6.415 0.13
H -0.125 -3.955 5.352 0.07
H -1.012 4.824 -4.307 0.08
H 0.071 -0.916 2.397 0.06
H 6.356 -2.483 5.677 0.08
H -1.394 -0.447 0.528 0.12
H -3.602 -3.128 -0.321 0.08
H 3.523 8.300 1.043 0.13
H -0.109 -1.415 -0.048 0.12
H -0.036 0.650 -9.281 0.12
H -2.556 4.840 -3.395 0.08
H -2.333 5.504 -6.432 0.13
H -1.824 -4.730 -4.189 0.08
H -3.588 -1.415 -0.590 0.07
H -2.143 -2.372 -3.754 0.11
H 0.267 0.811 2.069 0.08
H 5.973 0.079 6.014 0.06
H 4.179 8.157 -1.446 0.08
H 5.556 1.969 7.497 0.13
H -0.206 -0.373 -6.986 0.07
H 7.930 -3.342 5.188 0.08
H -0.853 1.234 -7.164 0.08
H -0.314 1.271 5.785 0.12
```

=====

Computed, not measured: an isolated molecule of C6H7N at a distorted geometry, with wB97M-V/def2-TZVPD.

Calculated values
- total energy (a.u.) = -287.422775
- HOMO level (eV) = -8.20
- strongest force on any atom (eV/Å) = 5.34
- SMILES = C1=NC/1=C\C1CC1
- relative energy (zero: lowest compared OMol25 entry of this formula, charge and spin) (kJ/mol) = 431.8
- E_LUMO (Eh) = 0.03699

The geometry in XYZ format:
```
14
Properties=species:S:1:pos:R:3:lowdin_charge:R:1
N -3.227 0.874 0.062 0.12
C -2.334 -0.292 -0.021 -0.17
C 1.320 0.341 -0.729 -0.13
C -3.868 -0.222 -0.017 -0.01
C 0.037 0.482 0.049 -0.31
C -0.982 -0.574 -0.035 -0.08
C 1.330 0.170 0.756 -0.13
H 1.444 -0.833 1.139 0.10
H 1.789 0.932 1.364 0.09
H -0.368 1.480 0.147 0.13
H -0.660 -1.601 -0.101 0.10
H 1.453 -0.537 -1.341 0.10
H -4.795 -0.734 -0.062 0.09
H 1.748 1.240 -1.152 0.10
```

=====

Computed, not measured: a cluster of 2 separate species, C5H4F5NO in total at a distorted geometry, with wB97M-V/def2-TZVPD.

Calculated values
- total energy (a.u.) = -822.170286
- HOMO level (eV) = -9.75
- strongest force on any atom (eV/Å) = 7.33
- SMILES = FC(F)(F)c1ncco1.FCF
- relative energy (zero: lowest compared OMol25 entry of this formula, charge and spin) (kJ/mol) = 162.6
- E_LUMO (Eh) = 0.02424

The geometry in XYZ format:
```
16
Properties=species:S:1:pos:R:3:lowdin_charge:R:1
F -2.765 1.595 0.160 0.14
F 1.107 -1.110 -0.381 0.01
F -2.330 -0.375 0.786 0.16
F -2.432 0.160 -1.304 0.16
F 1.494 -3.106 0.245 -0.07
O 0.098 0.995 1.110 0.09
N 0.181 1.419 -1.095 0.16
C 1.321 1.459 0.903 -0.04
C -1.976 0.544 -0.110 -0.55
C 1.463 1.480 -0.556 -0.06
C -0.504 0.978 -0.049 -0.30
C 0.423 -2.231 -0.113 -0.22
H -0.232 -2.715 -1.002 0.17
H 2.042 1.254 1.561 0.08
H 2.335 1.814 -1.134 0.11
H -0.226 -2.162 0.979 0.18
```

=====

Computed, not measured: a cluster of 2 separate species, C11H13B2ClF9NO4S in total at a distorted geometry, with wB97M-V/def2-TZVPD.

Calculated values
- total energy (a.u.) = -2589.666149
- HOMO level (eV) = -10.19
- strongest force on any atom (eV/Å) = 3.88
- E_LUMO (Eh) = -0.10288

The geometry in XYZ format:
```
42
Properties=species:S:1:pos:R:3:lowdin_charge:R:1
Cl -2.668 1.762 -1.588 0.74
S -1.112 -4.042 0.573 0.81
F 3.416 0.205 -2.699 0.07
F -1.178 -5.448 2.802 0.18
F 2.126 -0.183 -0.226 0.22
F 4.566 2.126 -3.274 0.09
F -2.937 -1.711 0.463 0.12
F 3.971 1.747 -1.081 0.06
F 0.662 -5.558 1.750 0.17
F 5.619 0.470 -2.064 0.09
F 0.184 -3.766 2.909 0.15
O -2.506 -4.337 0.607 -0.23
O 0.511 2.863 0.683 0.16
O -0.498 -4.726 -0.520 -0.23
O 0.784 2.153 -1.574 0.07
N -1.659 -1.317 0.277 0.04
C -0.302 -4.728 2.119 -0.66
C 0.592 -1.929 0.169 -0.09
C 1.754 -2.910 0.221 0.02
C 1.609 3.337 -1.740 -0.01
C -0.106 0.393 -0.087 0.12
C -2.583 0.940 0.013 -0.56
C 0.907 -0.572 -0.049 -0.13
C -2.571 1.935 1.218 -0.22
C -3.436 3.199 0.982 -0.11
C -1.411 -0.024 0.065 -0.12
C -0.725 -2.287 0.328 -0.12
B 4.405 1.135 -2.288 -1.24
B 0.401 1.903 -0.318 -0.65
H -3.072 1.382 2.030 0.12
H 2.709 -2.390 0.088 0.11
H 2.459 3.352 -1.059 0.10
H 1.985 3.289 -2.768 0.11
H -4.236 3.021 0.252 0.06
H 1.663 -3.645 -0.585 0.11
H -3.536 0.411 0.096 0.10
H -3.959 3.396 1.927 0.08
H -0.186 3.521 0.556 0.11
H -2.860 4.075 0.667 0.08
H -1.561 2.149 1.581 0.10
H 0.962 4.222 -1.646 0.10
H 1.817 -3.416 1.190 0.08
```

=====

- Which of these has the highest strongest force on any atom?
  C5H4F5NO